Computed, not measured: a structure of composition C32H31NO5S2 in a non-equilibrium geometry, with ωB97M-V with the def2-TZVPD basis set.

Each line ends with the Löwdin charge.
Cartesian coordinates (Å):
C (-0.26, 2.14, -1.48)  0.0248
O (-0.36, 0.95, -0.53)  -0.2085
C (0.29, -0.24, -0.58)  -0.3404
S (-0.50, -1.27, -2.01)  0.7792
C (-2.31, -1.26, -2.31)  -0.2371
C (-3.14, -1.57, -1.24)  -0.0590
C (-4.52, -1.49, -1.36)  -0.0647
C (-5.08, -1.25, -2.62)  -0.0729
C (-4.25, -0.96, -3.71)  -0.0711
C (-2.85, -0.99, -3.57)  -0.0487
O (-0.02, -0.81, -3.32)  -0.3391
O (-0.15, -2.63, -1.56)  -0.3392
S (2.06, -0.40, -1.42)  0.8336
C (2.64, -1.15, -3.01)  -0.2655
C (3.09, -2.48, -2.95)  -0.0539
C (3.99, -2.95, -3.90)  -0.0688
C (4.26, -2.18, -5.04)  -0.0767
C (3.69, -0.91, -5.17)  -0.0743
C (2.86, -0.39, -4.16)  -0.0623
O (2.60, 0.98, -1.29)  -0.3411
O (2.60, -1.49, -0.56)  -0.3703
H (-0.52, 1.79, -2.55)  0.1054
H (-1.02, 2.91, -1.11)  0.1066
H (0.75, 2.59, -1.35)  0.0837
H (-2.68, -1.87, -0.30)  0.0758
H (-5.13, -1.62, -0.47)  0.1121
H (-6.18, -1.30, -2.74)  0.1112
H (-4.71, -0.72, -4.68)  0.1084
H (-2.20, -0.78, -4.42)  0.1123
H (2.76, -3.14, -2.14)  0.1172
H (4.47, -3.90, -3.73)  0.1054
H (4.92, -2.59, -5.83)  0.1095
H (3.91, -0.30, -6.05)  0.1041
H (2.37, 0.58, -4.26)  0.1192
C (3.57, 0.87, 1.42)  -0.0105
C (2.28, 1.47, 1.78)  -0.1760
N (2.24, 2.76, 2.23)  -0.0478
C (3.38, 3.66, 2.39)  -0.0078
C (0.93, 3.15, 2.46)  -0.1660
C (0.08, 2.06, 2.09)  -0.1163
C (-1.27, 2.32, 2.27)  -0.0491
C (-1.72, 3.52, 2.85)  -0.0872
C (-0.82, 4.59, 3.16)  -0.0933
C (0.56, 4.35, 3.05)  -0.0297
C (0.96, 1.00, 1.60)  -0.0944
C (0.59, -0.33, 1.13)  -0.1162
C (-0.54, -0.99, 1.81)  -0.1698
C (-1.03, -0.55, 3.05)  -0.0209
C (-2.12, -1.18, 3.63)  -0.0383
C (-2.67, -2.34, 3.07)  -0.2798
C (-3.75, -3.03, 3.86)  -0.0651
C (-2.13, -2.82, 1.86)  -0.0361
C (-1.05, -2.15, 1.26)  -0.0493
H (3.49, -0.22, 1.52)  0.0878
H (3.86, 1.09, 0.37)  0.0801
H (4.34, 1.27, 2.09)  0.0794
H (3.05, 4.54, 2.94)  0.0657
H (4.18, 3.19, 2.98)  0.0898
H (3.79, 3.98, 1.43)  0.1051
H (-2.00, 1.55, 2.02)  0.1092
H (-2.78, 3.65, 3.11)  0.0979
H (-1.21, 5.59, 3.43)  0.1050
H (1.33, 5.05, 3.44)  0.1050
H (1.49, -0.98, 1.00)  0.1255
H (-0.64, 0.31, 3.58)  0.1101
H (-2.56, -0.83, 4.57)  0.1178
H (-4.33, -3.78, 3.27)  0.0819
H (-3.29, -3.52, 4.75)  0.0895
H (-4.41, -2.24, 4.24)  0.0773
H (-2.50, -3.74, 1.37)  0.1236
H (-0.64, -2.52, 0.31)  0.0884

Output
Total energy, eV: -67079.84542
Net charge: 0
Orbital gap, eV: 7.707
Molecular weight, g/mol: 573.74
LUMO energy, eV: 0.16

Computed, not measured: a structure of composition C32H32Cl2Ge2HgN2O in a non-equilibrium geometry, with ωB97M-V with the def2-TZVPD basis set.

Each line ends with the Löwdin charge.
Cartesian coordinates (Å):
Hg (-0.13, 0.39, 0.43)  0.8763
Cl (-4.89, 0.48, -2.30)  0.6136
C (-4.68, 0.93, -0.62)  -0.6021
C (-5.71, 1.59, 0.02)  -0.1695
C (-5.59, 1.97, 1.34)  -0.6344
Cl (-6.93, 2.83, 2.09)  0.5910
C (-4.43, 1.67, 2.08)  -0.1946
C (-4.20, 2.02, 3.43)  -0.0441
C (-3.04, 1.64, 4.04)  -0.0534
C (-2.09, 0.91, 3.31)  -0.1443
N (-2.27, 0.58, 2.06)  0.0616
C (-3.39, 0.95, 1.42)  -0.1711
C (-3.44, 0.61, -0.01)  -0.4459
O (-2.45, 0.12, -0.61)  -0.1846
H (-6.61, 1.84, -0.53)  0.0900
H (-4.95, 2.60, 3.95)  0.0777
H (-2.83, 1.91, 5.07)  0.0979
H (-1.15, 0.60, 3.76)  0.1021
C (2.98, -3.32, 0.64)  -0.2838
Ge (2.95, -2.23, -1.04)  0.6654
C (4.28, -3.21, -2.20)  -0.2732
C (3.95, -0.59, -0.53)  -0.2801
Ge (0.60, -1.47, -1.47)  0.7892
C (-0.30, -3.08, -2.25)  -0.3841
C (0.26, -4.36, -2.25)  -0.1374
C (-0.46, -5.46, -2.69)  -0.1183
C (-1.77, -5.31, -3.14)  -0.1277
C (-2.34, -4.04, -3.15)  -0.1053
C (-1.61, -2.95, -2.70)  -0.1284
C (0.95, -0.37, -3.11)  -0.3810
C (1.54, 0.88, -2.92)  -0.1570
C (1.78, 1.74, -3.99)  -0.1100
C (1.41, 1.37, -5.27)  -0.1306
C (0.82, 0.14, -5.48)  -0.1194
C (0.59, -0.72, -4.41)  -0.1220
H (4.00, -3.48, 0.99)  -0.0002
H (2.50, -4.29, 0.50)  -0.0073
H (2.43, -2.78, 1.41)  0.0064
H (5.20, -3.32, -1.63)  -0.0020
H (4.50, -2.64, -3.11)  -0.0036
H (3.93, -4.20, -2.49)  -0.0117
H (4.89, -0.83, -0.03)  0.0038
H (3.34, 0.00, 0.16)  -0.0075
H (4.17, 0.02, -1.41)  -0.0017
H (1.28, -4.50, -1.90)  0.0626
H (-0.01, -6.45, -2.68)  0.0875
H (-2.34, -6.17, -3.47)  0.0844
H (-3.36, -3.91, -3.49)  0.0931
H (-2.08, -1.97, -2.67)  0.0946
H (1.82, 1.19, -1.92)  0.0718
H (2.24, 2.71, -3.81)  0.0920
H (1.57, 2.05, -6.11)  0.0836
H (0.53, -0.16, -6.48)  0.0866
H (0.13, -1.69, -4.59)  0.0853
C (-0.55, 3.47, 1.27)  -0.1069
C (0.28, 3.31, 2.51)  -0.2601
C (0.33, 4.35, 3.43)  -0.1263
C (1.08, 4.28, 4.60)  -0.1768
C (1.80, 3.11, 4.85)  -0.1266
C (1.77, 2.04, 3.98)  -0.2674
C (2.53, 0.78, 4.28)  -0.1077
C (1.00, 2.08, 2.75)  -0.4586
N (1.05, 0.99, 2.00)  -0.1919
H (-0.90, 4.51, 1.18)  0.0627
H (-1.44, 2.83, 1.28)  0.0394
H (0.02, 3.23, 0.37)  0.0440
H (-0.24, 5.25, 3.22)  0.0851
H (1.11, 5.12, 5.29)  0.0582
H (2.39, 3.04, 5.76)  0.0827
H (3.01, 0.84, 5.26)  0.0534
H (3.29, 0.60, 3.51)  0.0613
H (1.86, -0.08, 4.25)  0.0552

Output
Total energy, eV: -180983.08237
Relative energy (zero: lowest compared OMol25 entry of this formula, charge and spin), kJ/mol: 56.63
Net charge: -2
Orbital gap, eV: 4.725
Molecular weight, g/mol: 877.34
LUMO energy, eV: 4.23

Computed, not measured: a structure of composition C32H32CoGeN5S2 in a non-equilibrium geometry, with ωB97M-V with the def2-TZVPD basis set.

Each line ends with the Löwdin spin population.
Cartesian coordinates (Å):
Co (-6.50, -6.55, 17.64)  1.1526
C (-10.20, -7.35, 20.86)  0.0117
S (-10.76, -8.14, 19.31)  0.0143
C (-9.25, -7.76, 18.44)  0.1221
S (-8.72, -6.15, 18.08)  0.0229
N (-8.51, -8.83, 18.09)  -0.0508
N (-7.26, -8.42, 17.63)  0.1968
C (-6.59, -9.35, 16.98)  0.1577
C (-5.38, -8.94, 16.33)  0.1052
C (-4.57, -9.80, 15.59)  0.0473
C (-3.55, -9.28, 14.80)  0.0527
C (-3.39, -7.88, 14.77)  0.1116
C (-4.22, -7.10, 15.55)  0.0314
N (-5.17, -7.59, 16.34)  0.1570
H (-11.02, -7.24, 21.56)  0.0009
H (-9.78, -6.39, 20.57)  0.0002
H (-9.46, -8.03, 21.34)  0.0003
H (-7.04, -10.34, 16.85)  0.0101
H (-4.72, -10.88, 15.65)  0.0011
H (-2.98, -9.91, 14.13)  0.0015
H (-2.63, -7.39, 14.16)  0.0090
H (-4.03, -6.03, 15.60)  0.0127
C (-5.85, -6.87, 23.01)  -0.0003
C (-5.36, -6.71, 21.60)  -0.0033
C (-4.10, -6.40, 21.07)  0.0011
C (-4.16, -6.44, 19.66)  -0.0006
N (-5.46, -6.69, 19.31)  0.0299
N (-6.14, -6.87, 20.51)  0.0012
C (-3.12, -6.22, 18.65)  -0.0010
H (-4.99, -7.07, 23.64)  0.0000
H (-6.58, -7.71, 23.11)  -0.0001
H (-6.36, -5.95, 23.38)  -0.0002
H (-3.23, -6.14, 21.67)  0.0005
H (-7.14, -7.01, 20.52)  0.0006
H (-2.17, -6.05, 19.14)  0.0001
H (-3.36, -5.37, 17.97)  -0.0008
H (-3.01, -7.13, 18.02)  0.0001
C (-6.29, -5.02, 16.50)  0.6087
Ge (-5.83, -3.13, 16.64)  0.0866
C (-6.54, -2.39, 14.93)  -0.0023
C (-7.10, -1.11, 14.86)  -0.0001
C (-7.80, -0.79, 13.70)  -0.0005
C (-7.88, -1.66, 12.61)  0.0007
C (-7.25, -2.89, 12.71)  0.0006
C (-6.56, -3.26, 13.85)  0.0069
C (-3.83, -2.84, 16.44)  0.0139
C (-3.15, -3.48, 15.40)  0.0038
C (-1.78, -3.26, 15.22)  0.0008
C (-1.08, -2.42, 16.08)  -0.0006
C (-1.78, -1.72, 17.08)  0.0010
C (-3.13, -1.95, 17.28)  0.0008
C (-6.33, -2.35, 18.36)  0.0196
C (-7.40, -1.47, 18.53)  0.0034
C (-7.52, -0.77, 19.73)  0.0002
C (-6.60, -1.01, 20.79)  0.0024
C (-5.61, -1.99, 20.63)  0.0003
C (-5.52, -2.68, 19.44)  0.0033
H (-7.07, -5.07, 15.71)  0.0461
H (-7.05, -0.43, 15.69)  -0.0001
H (-8.31, 0.16, 13.61)  -0.0001
H (-8.28, -1.31, 11.67)  0.0001
H (-7.37, -3.61, 11.89)  0.0000
H (-5.99, -4.22, 13.88)  0.0059
H (-3.70, -4.14, 14.71)  0.0025
H (-1.27, -3.77, 14.41)  0.0002
H (-0.01, -2.29, 15.98)  -0.0001
H (-1.30, -0.96, 17.68)  0.0001
H (-3.67, -1.39, 18.03)  0.0001
H (-8.14, -1.31, 17.76)  0.0001
H (-8.29, -0.02, 19.84)  0.0000
H (-6.63, -0.44, 21.71)  0.0002
H (-4.89, -2.17, 21.41)  0.0000
H (-4.78, -3.45, 19.37)  0.0001

Output
Total energy, eV: -156964.97354
Expectation value of S²: 3.889
Relative energy (zero: lowest compared OMol25 entry of this formula, charge and spin), kJ/mol: 0.00
Net charge: -1
2S+1: 4
Orbital gap (spin up / spin down), eV: 4.650 / 6.509
Molecular weight, g/mol: 682.32
LUMO energy (spin up / spin down), eV: 2.55 / 2.54

The highest molecular weight belongs to which entry?
C32H32Cl2Ge2HgN2O

Look up the molecular weight of the third one.
682.32 g/mol

The highest molecular weight belongs to which entry?
C32H32Cl2Ge2HgN2O